Arrangement a

Formula: S2
Source: the Open Molecules 2025 dataset
Level of theory: ωB97M-V/def2-TZVPD

As for the multiplicity: 1. Its frontier orbital gap is 5.76 eV. As for the net charge: 0.

Bonds (Å) are listed after each position.
Positions of all 2 atoms, in Å:
1 S 0.28 0.21 0.88  S2 1.884
2 S -0.28 -0.21 -0.88  S1 1.884

=====

Arrangement b

Formula: S2
Source: the Open Molecules 2025 dataset
Level of theory: ωB97M-V/def2-TZVPD

As for the multiplicity: 1. Its frontier orbital gap is 5.50 eV. As for the net charge: 0.

Bonds (Å) are listed after each position.
Positions of all 2 atoms, in Å:
1 S 0.00 0.00 1.30  S2 2.597
2 S 0.00 0.00 -1.30  S1 2.597

=====

Arrangement c

Formula: S2
Source: the Open Molecules 2025 dataset
Level of theory: ωB97M-V/def2-TZVPD

As for the multiplicity: 1. Its frontier orbital gap is 5.58 eV. As for the net charge: 0.

Bonds (Å) are listed after each position.
Positions of all 2 atoms, in Å:
1 S -1.14 0.21 -0.34  S2 2.408
2 S 1.14 -0.21 0.34  S1 2.408

=====

Most stable structure, least stable structure: arrangement a, arrangement b.